65
Properties=species:S:1:pos:R:3:forces:R:3 method="wB97M-V/def2-TZVPD" e_tot_ha=-4626.24165 homo_ha=-0.4362 charge=+1 homo_lumo_gap_ev=7.10 lumo_ha=-0.175
C 2.33356 2.60381 1.94575 1.83 0.25 0.21
C 1.14920 2.18530 1.61804 -1.13 -0.95 0.19
C 0.81382 1.29419 0.45596 1.57 -0.60 -2.15
P -0.08280 2.47349 -0.74879 -2.13 0.64 0.15
O -0.48790 1.54725 -2.05920 1.41 0.08 0.77
Br 1.50898 3.86762 -1.52513 -0.01 -0.73 0.19
C 1.99854 0.69136 -0.38479 1.42 0.06 1.97
C 1.84570 -0.78292 -0.40231 0.17 1.92 -0.54
N 0.79100 -1.14426 0.22039 1.20 -0.47 -0.24
C 0.52466 -2.58351 0.32938 -0.36 -0.24 1.17
F 1.05534 -3.23046 -0.67621 1.30 -0.04 -1.02
F -0.75258 -2.80171 0.26293 -1.55 0.17 0.28
C 1.10131 -3.15886 1.66667 0.43 0.41 -0.53
F 1.32119 -4.42643 1.50838 -0.08 -1.58 -0.18
F 2.25836 -2.59456 1.98181 0.84 0.76 -0.22
F 0.28000 -2.94353 2.63810 -1.23 0.19 1.09
C 0.00532 0.00209 0.71647 -3.03 1.53 -0.48
C -0.74508 -0.09048 2.05469 0.33 -0.45 0.75
O -1.84279 -0.95306 2.03238 -0.05 -0.04 0.18
C -2.96773 -0.40469 1.38161 -0.02 -0.26 -1.39
O -4.08756 -1.13341 1.73836 0.39 0.67 0.51
C -5.28169 -0.37113 1.62877 -1.05 -0.47 0.03
C -6.01115 -0.56983 0.30957 -0.47 0.33 -0.22
O -5.64776 0.44171 -0.62707 0.33 0.04 -0.01
H 2.52102 3.22095 2.81260 -0.14 0.12 -0.04
H 3.21943 2.32093 1.38268 -0.01 0.16 0.06
H 0.31922 2.48982 2.24680 -0.16 0.00 -0.22
H 0.32013 1.23317 -2.50437 -0.42 -0.06 -0.32
H 2.89648 0.80207 0.26235 0.04 -0.06 -0.34
H 2.33548 1.18424 -1.30007 -0.33 -0.23 -0.15
H 2.57696 -1.42835 -0.87483 -0.32 -0.37 0.09
H -0.81548 0.08862 -0.01815 0.03 -0.50 0.12
H -1.09014 0.90982 2.34437 0.25 0.09 -0.34
H -0.09651 -0.43208 2.86767 0.05 0.03 -0.14
H -3.07287 0.67424 1.58487 0.02 -0.14 0.32
H -2.83486 -0.52015 0.28614 0.09 0.19 0.13
H -5.15521 0.70233 1.81474 0.32 -0.13 -0.09
H -5.95287 -0.73679 2.41169 0.22 -0.10 0.01
H -5.81414 -1.56743 -0.10135 0.04 0.04 0.20
H -7.08773 -0.48264 0.50646 0.12 -0.14 0.06
H -6.32073 0.50291 -1.31454 0.13 -0.08 0.12
C 2.24092 -8.41983 0.42565 -0.14 -0.12 -0.14
C 3.26433 -7.73890 -0.46929 -0.07 0.19 0.62
C 4.50475 -7.33903 0.31438 0.17 0.04 -0.16
O 2.68133 -6.58051 -1.07261 0.01 0.05 -0.30
H 1.91330 -7.74385 1.22159 0.12 0.00 0.05
H 1.35407 -8.69380 -0.14707 0.05 -0.04 -0.02
H 2.65211 -9.32050 0.88320 -0.02 0.02 0.03
H 3.54468 -8.40964 -1.28188 -0.07 0.14 -0.12
H 4.24818 -6.62895 1.10696 -0.08 -0.10 0.06
H 5.22668 -6.84508 -0.33765 0.00 -0.07 -0.02
H 4.98319 -8.20745 0.76876 0.00 0.03 0.03
H 2.42900 -5.98098 -0.36145 0.02 -0.12 0.01
C -1.50083 7.51010 -2.91149 -0.21 0.05 0.07
C -0.50053 8.23305 -2.02268 0.23 -0.49 -0.38
C 0.81301 8.47462 -2.75017 0.10 0.18 0.10
O -0.26261 7.46447 -0.84235 -0.09 0.17 0.25
H -1.11464 6.53015 -3.20922 0.10 0.06 -0.06
H -2.43434 7.33693 -2.37435 0.01 0.07 -0.01
H -1.71874 8.08544 -3.81244 0.01 -0.04 -0.01
H -0.92025 9.18599 -1.69875 0.02 -0.07 0.17
H 1.27217 7.52511 -3.04298 -0.10 -0.02 -0.07
H 1.52253 8.98633 -2.09868 -0.05 0.04 -0.01
H 0.66444 9.07880 -3.64630 0.02 -0.03 -0.01
H 0.10915 6.61791 -1.11401 -0.02 0.04 -0.04

---

78
Properties=species:S:1:pos:R:3:forces:R:3 method="wB97M-V/def2-TZVPD" e_tot_ha=-4878.75480 homo_ha="-0.2555 / -0.2501" multiplicity=2 homo_lumo_gap_ev="5.16 / 4.96" lumo_ha="-0.066 / -0.068" s2=0.782
Mn -0.08912 0.29135 -0.68101 2.78 -1.74 -1.14
S 0.17598 4.21935 -0.53491 0.18 -0.72 -0.18
P 0.92638 2.37735 -0.42911 0.56 1.86 -0.02
C 1.60778 -0.69695 -0.09811 -0.32 -1.43 -1.05
P 0.88168 -1.91935 1.09539 0.30 1.15 0.48
S -0.94402 -1.10455 1.27729 0.36 0.37 -0.62
C 0.79678 -3.65715 0.61599 0.27 0.51 -0.39
C -0.19562 -4.03045 -0.28921 -0.04 0.28 0.01
C -0.23692 -5.32425 -0.76671 -0.07 -0.13 -0.06
C 0.70668 -6.24885 -0.34751 -0.04 0.15 0.01
C 1.69768 -5.87225 0.54469 0.13 -0.17 0.07
C 1.75918 -4.57795 1.02339 -0.03 0.23 0.03
C 1.88608 -1.76025 2.58919 -0.04 -0.08 -0.55
C 1.46338 -2.29655 3.79869 -0.02 -0.03 -0.04
C 2.24368 -2.10905 4.92509 -0.14 -0.09 0.08
C 3.43028 -1.39665 4.84239 0.11 0.06 -0.08
C 3.84778 -0.86915 3.63169 0.13 -0.03 0.11
C 3.07408 -1.04925 2.50179 -0.04 -0.13 -0.12
C 1.98998 2.47785 1.05389 -0.36 -0.65 -0.15
C 1.43068 1.99025 2.23019 0.06 -0.03 -0.14
C 2.12708 2.10185 3.41929 0.02 0.06 0.10
C 3.38818 2.67915 3.42849 -0.11 0.01 0.05
C 3.92898 3.19315 2.25949 0.03 0.05 -0.02
C 3.22638 3.11245 1.06899 -0.05 -0.13 -0.03
C 2.08248 2.25765 -1.85481 -0.27 -0.59 0.20
C 3.31848 1.62725 -1.74391 -0.16 0.07 -0.09
C 4.16478 1.58575 -2.83681 0.20 -0.05 -0.03
C 3.77558 2.14395 -4.04421 -0.02 -0.03 -0.05
C 2.52528 2.73095 -4.16661 0.03 -0.02 -0.05
C 1.67778 2.78895 -3.07571 -0.06 -0.01 0.07
H -0.92052 -3.29175 -0.61091 -0.02 -0.08 -0.01
H -0.99902 -5.61365 -1.47331 -0.09 -0.01 -0.06
H 0.67208 -7.25905 -0.72441 0.02 -0.11 -0.02
H 2.43408 -6.59355 0.86029 0.10 -0.09 0.06
H 2.54068 -4.27495 1.70649 0.06 -0.03 0.04
H 0.53538 -2.84965 3.84539 -0.08 -0.02 0.10
H 1.92788 -2.51685 5.87309 -0.05 -0.04 0.08
H 4.03488 -1.25355 5.72539 0.03 0.01 0.09
H 4.77028 -0.31395 3.56359 0.08 0.07 0.02
H 3.37028 -0.64855 1.54249 0.12 0.15 0.05
H 0.44458 1.53525 2.18669 0.06 0.02 0.17
H 1.68818 1.74625 4.33889 -0.03 -0.11 0.12
H 3.94348 2.74325 4.35179 0.06 0.05 0.12
H 4.89468 3.67615 2.28029 0.11 0.03 -0.01
H 3.63488 3.52985 0.15789 -0.01 0.03 0.01
H 3.61738 1.19325 -0.79951 0.05 -0.05 -0.01
H 5.13158 1.11215 -2.74521 0.10 -0.01 -0.01
H 4.44148 2.11825 -4.89451 0.07 -0.03 -0.05
H 2.21378 3.14965 -5.11231 -0.02 0.05 -0.07
H 0.71158 3.27385 -3.14471 0.01 0.04 0.01
N -8.12662 0.56465 0.81389 -0.28 -0.18 0.04
C -6.86222 0.91235 0.44399 0.36 0.15 -0.11
C -5.76922 0.57795 1.25449 -0.06 -0.01 -0.05
C -4.49982 0.99675 0.91809 -0.10 -0.01 0.02
C -4.31152 1.74305 -0.23161 0.62 0.22 -0.19
C -5.36602 2.03435 -1.07791 0.01 0.02 0.04
C -6.63852 1.61995 -0.74481 0.00 -0.05 0.10
S -2.69512 2.39695 -0.54821 0.80 0.17 0.21
O -2.73912 3.35365 -1.61331 -0.65 -0.27 -0.04
O -2.09492 2.77695 0.70159 -0.71 -0.53 0.19
N -1.76582 1.09625 -1.02311 -1.49 0.86 0.26
C -1.97362 0.49565 -2.18931 -0.77 -0.16 -0.63
N -3.06952 0.67845 -2.92261 -0.33 0.16 -0.25
C -3.11192 0.05795 -4.08501 0.07 0.06 0.21
C -2.09852 -0.77705 -4.53711 0.39 -0.13 0.13
C -1.01482 -0.95725 -3.69041 0.01 -0.32 -0.50
N -0.94722 -0.33925 -2.52511 -0.25 1.16 1.19
H -8.28992 0.07485 1.67279 -0.06 0.04 -0.05
H -8.90932 0.83245 0.24949 -0.05 -0.04 0.07
H -5.93992 0.00975 2.15739 0.02 -0.06 0.11
H -3.64762 0.76865 1.54049 0.02 -0.01 0.16
H -5.16242 2.59205 -1.97741 -0.05 0.08 -0.12
H -7.47792 1.85305 -1.38521 -0.05 0.05 -0.07
H -4.00302 0.24075 -4.66961 -0.08 -0.07 -0.17
H -2.14032 -1.26065 -5.49681 -0.02 -0.09 -0.09
H -0.18532 -1.60935 -3.93551 0.02 0.04 -0.01
O 1.51648 -1.91105 -2.12741 0.81 1.31 -0.17
N 1.56868 -0.94895 -1.33671 -2.17 -0.97 2.69

---

22
Properties=species:S:1:pos:R:3:forces:R:3 method="wB97M-V/def2-TZVPD" e_tot_ha=-383.62432 homo_ha=-0.2998 homo_lumo_gap_ev=9.02 lumo_ha=0.032
C -1.85392 -0.77597 0.58403 -0.43 -0.02 -0.57
C -1.47798 -0.32468 -0.85925 0.46 0.09 0.54
C -0.30822 0.65691 -0.89582 -1.46 -0.11 0.29
C 0.91784 0.18693 -0.72341 0.69 0.65 0.46
N 2.03573 0.99366 -0.38727 -0.88 -1.14 0.05
C -0.71881 2.11533 -0.90359 0.78 -0.69 -0.90
N -2.28999 -2.16011 0.67346 -0.10 -0.41 0.09
H -0.99417 -0.64590 1.23236 0.17 0.20 0.14
H -2.68080 -0.15718 0.93890 0.23 0.14 0.24
H -1.19486 -1.21434 -1.41066 0.04 -0.27 -0.20
H -2.37002 0.09042 -1.32443 0.03 0.05 -0.25
H 1.07696 -0.88390 -0.63934 0.12 -0.02 -0.26
H 2.89665 0.76261 -0.86024 -0.05 0.55 0.16
H 1.77334 1.93993 -0.17890 0.61 0.23 -0.40
H 0.12765 2.75027 -1.15638 0.18 0.27 0.55
H -1.20570 2.38441 0.03450 -0.05 0.29 -0.19
H -1.35177 2.26219 -1.78132 -0.56 0.04 0.37
H -1.94403 -2.72578 -0.08836 -0.03 -0.02 0.03
H -3.28556 -2.30535 0.76760 0.11 0.20 -0.15
H 2.34115 -0.33981 1.60256 0.47 -0.19 -0.07
H 3.49122 0.10725 2.45774 0.15 -0.13 0.02
O 3.17524 -0.66964 1.98337 -0.50 0.30 0.04

---

60
Properties=species:S:1:pos:R:3:forces:R:3 method="wB97M-V/def2-TZVPD" e_tot_ha=-3238.49914 homo_ha="-0.3501 / -0.3526" charge=+1 multiplicity=6 homo_lumo_gap_ev="7.40 / 7.39" lumo_ha="-0.078 / -0.081" s2=8.754
Mn -0.15217 0.04903 -0.09228 0.84 0.00 -0.07
C 1.80835 1.92946 2.04366 -0.01 -0.06 0.00
N 0.67462 2.06306 1.11890 -0.19 -0.08 0.09
C -0.51939 2.44897 1.88976 0.05 0.00 -0.02
C 1.00483 3.12668 0.15788 -0.09 -0.03 -0.18
C 0.05672 3.15614 -1.02414 0.07 -0.02 0.12
N 0.02474 1.87270 -1.72816 -0.04 -0.16 0.02
C 1.30622 1.61935 -2.40911 0.03 -0.04 -0.09
C -1.03229 1.91338 -2.74361 -0.01 -0.05 -0.04
H 2.05142 2.89432 2.50523 -0.01 0.00 0.00
H 2.68398 1.56078 1.51146 -0.01 0.00 -0.01
H 1.56419 1.22417 2.83388 -0.02 0.01 -0.01
H -0.40291 3.44805 2.32761 0.00 0.00 -0.01
H -0.67116 1.73423 2.69515 -0.03 0.00 -0.01
H -1.40692 2.44311 1.25572 0.00 0.03 0.03
H 2.02473 2.96502 -0.18989 0.01 0.01 0.03
H 0.97987 4.10442 0.65596 0.06 0.00 0.02
H 0.36774 3.96264 -1.70177 -0.04 0.02 -0.01
H -0.95536 3.38590 -0.68449 -0.01 0.01 -0.06
H 1.57441 2.45832 -3.06404 -0.01 0.04 0.05
H 1.21916 0.71425 -3.00539 0.01 0.01 0.05
H 2.10627 1.46194 -1.68672 0.01 -0.01 -0.01
H -0.83109 2.69298 -3.48890 0.01 0.00 0.00
H -1.99496 2.12005 -2.27668 0.03 0.01 0.01
H -1.08443 0.95129 -3.25234 0.02 0.00 0.02
Cl 1.84998 -2.30088 -4.00844 -0.02 0.01 -0.10
C 2.49018 -2.37928 -2.40587 -0.24 0.26 0.29
C 3.69570 -3.05381 -2.18098 0.25 -0.11 0.15
C 4.22745 -3.15145 -0.92377 -0.13 0.04 -0.22
Cl 5.71510 -4.00400 -0.68502 0.08 -0.05 0.02
C 3.56492 -2.56496 0.17871 -0.11 0.07 0.02
C 4.00641 -2.64313 1.51463 -0.08 0.07 0.04
C 3.25775 -2.06580 2.50544 0.11 -0.09 0.02
C 2.08514 -1.38014 2.16196 -0.09 0.00 -0.09
N 1.65873 -1.25303 0.92522 -0.12 0.13 0.11
C 2.36147 -1.85870 -0.06515 0.14 -0.10 -0.16
C 1.78496 -1.75995 -1.37900 0.31 -0.19 -0.01
O 0.67101 -1.12552 -1.53607 -0.59 0.33 -0.04
H 4.21346 -3.50247 -3.01777 -0.03 -0.01 0.00
H 4.92415 -3.16794 1.74115 0.00 -0.01 0.01
H 3.55823 -2.13127 3.54194 0.00 0.01 -0.01
H 1.47459 -0.92693 2.93561 0.02 0.00 0.00
C -3.89705 -1.37771 3.81857 0.08 0.00 -0.04
C -2.36855 -1.38975 3.98034 -0.41 -0.07 0.25
C -1.70208 -1.01832 2.74692 0.24 -0.03 -0.18
N -1.18234 -0.71163 1.77339 -0.02 0.10 0.20
H -4.36659 -1.53332 4.78685 0.01 -0.01 0.00
H -4.21967 -2.17114 3.14689 0.00 0.01 -0.01
H -4.23494 -0.42336 3.41772 -0.02 0.00 0.04
H -2.01997 -2.37842 4.28133 0.07 0.02 -0.02
H -2.06119 -0.68218 4.75263 0.06 -0.01 -0.03
C -4.17402 -0.42410 -3.61528 0.05 0.01 0.07
C -4.29604 -0.90469 -2.16082 -0.22 -0.09 -0.40
C -3.16122 -0.47212 -1.37027 0.12 0.10 0.26
N -2.26007 -0.10517 -0.76589 -0.13 -0.03 -0.19
H -5.01672 -0.79799 -4.19177 -0.01 0.00 0.01
H -3.25357 -0.79176 -4.06588 -0.02 -0.01 -0.02
H -4.17614 0.66370 -3.66527 -0.01 -0.01 -0.01
H -4.33911 -1.99431 -2.11926 0.01 0.01 0.05
H -5.20655 -0.51872 -1.70050 0.03 -0.01 0.06

---

19
Properties=species:S:1:pos:R:3:forces:R:3 method="wB97M-V/def2-TZVPD" e_tot_ha=-307.04649 homo_ha="-0.2345 / -0.2345" homo_lumo_gap_ev="6.96 / 6.96" lumo_ha="0.021 / 0.021"
C -0.74760 1.91848 0.21240 0.23 -0.71 0.41
C -1.05615 -0.76956 -1.33711 0.22 0.05 -0.30
C 0.38419 -1.90342 0.27867 0.39 -0.05 -0.26
N 0.05111 -0.67868 -0.41824 0.97 1.06 0.09
C 0.19220 0.89125 0.42822 -0.34 3.53 0.62
N 0.59075 0.55503 1.77550 0.06 -0.68 -0.24
C 1.24437 0.83595 -0.56519 -1.68 -3.26 0.15
H -0.21473 0.52857 2.39047 0.07 0.18 -0.11
H 1.24287 1.25132 2.11561 -0.19 0.02 -0.01
H -0.88246 2.35554 -0.76373 0.05 0.04 -0.11
H -1.42808 2.21686 0.99802 -0.13 -0.17 -0.02
H -0.43583 -2.21244 0.94507 0.05 0.19 -0.18
H -0.84891 -1.51529 -2.11225 -0.06 0.11 -0.07
H -1.98426 -1.05955 -0.82344 0.25 0.04 0.07
H -1.23808 0.20677 -1.79282 -0.02 -0.07 0.06
H 0.56269 -2.70865 -0.44101 0.09 -0.13 0.08
H 1.26664 -1.74746 0.89501 -0.05 -0.07 -0.05
H 1.06090 1.30555 -1.52249 0.13 -0.07 0.07
H 2.24037 0.52974 -0.26270 -0.04 -0.02 -0.22

---

12
Properties=species:S:1:pos:R:3:forces:R:3 method="wB97M-V/def2-TZVPD" e_tot_ha=-302.55855 homo_ha=-0.2900 homo_lumo_gap_ev=8.50 lumo_ha=0.022
N -1.94033 0.21762 0.58060 -0.05 0.10 0.03
C -0.78921 0.63335 -0.01607 0.03 0.07 -0.22
O -0.67910 1.62634 -0.69706 -0.02 -0.47 0.32
N 0.30729 -0.24331 0.24427 -0.15 -0.02 -0.18
C 1.63419 0.01688 -0.35288 0.12 0.03 0.14
C 0.98486 -1.16574 -0.97276 -0.04 0.22 -0.28
H -2.04023 -0.71834 0.93774 0.02 0.09 -0.10
H -2.77986 0.72311 0.34167 0.16 -0.07 0.03
H 1.64720 1.00443 -0.81655 -0.03 -0.17 0.04
H 2.44232 -0.12663 0.36723 -0.14 -0.04 -0.13
H 0.42379 -0.79043 -1.84390 0.12 0.00 0.05
H 0.24269 -0.90441 0.99802 -0.03 0.26 0.31

---

63
Properties=species:S:1:pos:R:3:forces:R:3 method="wB97M-V/def2-TZVPD" e_tot_ha=-2254.82390 homo_ha=-0.2910 homo_lumo_gap_ev=8.14 lumo_ha=0.008
P -2.86196 3.07148 -1.15817 -1.35 2.00 0.67
P -1.11883 2.11604 -3.81737 0.23 0.97 -1.06
C -2.79018 3.99896 -2.80074 -0.22 -0.60 0.08
C -2.67190 3.07094 -4.01262 0.49 0.56 -0.63
H -1.90191 4.64684 -2.68307 -0.35 -0.23 -0.06
H -3.65586 4.66968 -2.86733 0.17 -0.30 -0.24
H -3.52637 2.37928 -4.04324 0.28 0.12 -0.15
H -2.62115 3.64249 -4.95006 -0.23 -0.09 0.10
C 0.24276 3.30779 -3.87574 0.07 0.12 -0.16
H 1.15161 2.80843 -3.50020 -0.30 0.24 -0.18
H 0.02708 4.20295 -3.27400 0.11 -0.45 -0.26
H 0.37192 3.59918 -4.93063 0.10 -0.02 0.36
C -0.81729 1.00712 -5.20338 0.37 0.06 -0.40
H -0.20684 1.56416 -5.93936 -0.40 -0.44 0.10
H -1.77010 0.67968 -5.64579 0.40 -0.01 0.12
H -0.23350 0.15214 -4.80919 -0.34 0.32 -0.20
C -3.71212 4.55990 -0.42972 0.01 0.36 0.37
H -4.11418 4.34828 0.56313 0.11 0.04 -0.03
H -4.55711 4.80493 -1.08972 0.18 -0.06 0.26
H -3.04665 5.42569 -0.36607 -0.09 -0.20 0.00
C -4.42197 2.08066 -0.99545 -0.27 -0.05 -0.42
H -4.51882 1.26205 -1.71173 -0.05 0.12 0.09
H -5.28996 2.74314 -1.05093 0.00 -0.20 -0.12
H -4.40465 1.62834 0.01064 0.15 0.17 -0.35
Hg -1.72560 0.87992 -2.03084 0.73 -3.09 1.64
C 1.05055 4.84535 -0.76954 0.06 -0.16 -0.39
C 1.03159 6.17907 -0.78513 0.17 -0.54 -0.33
C 0.97229 7.06434 0.39842 0.09 0.44 1.05
C 0.33186 6.48400 1.69741 0.54 0.21 -0.86
C -0.98630 5.82766 1.44544 -0.53 -0.26 0.21
C -1.22146 4.51301 1.37460 0.23 -0.30 0.53
C -0.18144 3.44670 1.10940 0.05 -0.20 0.45
C 1.12595 3.90585 0.41225 0.02 -0.62 -0.01
C -2.59996 -0.84565 -1.15161 -0.15 0.78 0.66
H 1.15167 4.33892 -1.73171 -0.02 0.25 0.33
H 1.13888 6.70159 -1.74289 -0.16 -0.28 0.20
H 0.44483 7.98573 0.12790 -0.02 -0.07 0.02
H 1.98545 7.38431 0.67822 -0.02 0.07 -0.20
H 1.02374 5.78748 2.19777 -0.33 0.45 -0.14
H 0.16679 7.35718 2.35109 0.07 -0.48 0.00
H -1.80836 6.53456 1.33777 -0.22 -0.20 0.52
H -2.22319 4.09365 1.57922 0.46 0.57 -0.68
H -0.68698 2.65566 0.51651 0.40 0.51 0.18
H 0.12021 2.91929 2.03728 -0.16 0.27 -0.26
H 1.81664 4.30935 1.15778 -0.07 -0.11 -0.14
H 1.57363 2.96739 0.03935 0.07 0.41 0.21
H -2.61613 -1.47917 -2.02600 0.01 -0.60 0.11
H -3.61284 -0.68349 -0.76052 0.29 -0.14 -0.16
H -1.93788 -1.20852 -0.35031 -0.25 -0.01 -0.56
C 2.08186 -2.18340 -2.94026 0.37 -0.09 -0.26
C 1.37484 -1.34085 -1.87149 0.58 -0.19 1.19
O 0.32662 -0.67113 -2.32410 -0.28 0.58 -0.07
C 0.97096 -2.37029 -0.69544 0.28 0.14 -0.35
F 2.04659 -3.07123 -0.19040 -0.93 0.62 -0.23
F 0.35522 -1.76177 0.34916 0.31 -0.46 -0.47
F 0.10642 -3.30109 -1.17836 0.41 0.49 0.29
C 2.49391 -0.36062 -1.22441 -0.09 -0.73 -0.22
F 3.69558 -1.00198 -1.02712 -0.88 0.70 0.02
F 2.75463 0.68348 -2.05786 -0.17 -0.43 0.38
F 2.11813 0.17619 -0.03211 0.33 -0.18 -0.71
H 1.34132 -2.76351 -3.48938 -0.13 0.02 0.17
H 2.83448 -2.87004 -2.52488 -0.17 0.31 -0.19
H 2.54657 -1.50547 -3.66570 0.05 -0.11 0.18